*A*
The following is a DFT calculation (ωB97M-V/def2-TZVPD) of a structure of composition C5H6N2S.

Element x y z (Å)
N 0.696 -0.555 1.495
C 1.335 -1.568 0.992
H -1.919 2.534 0.813
H -1.445 -0.622 -1.080
N 1.697 -1.584 -0.317
C 0.281 0.413 0.648
H 1.803 -2.219 1.702
S 0.846 -0.515 -1.128
H -0.523 3.634 1.055
C -0.052 1.694 0.827
H -0.529 -2.170 -1.694
C -0.899 2.666 0.960
H -0.765 -0.648 -2.685
C -0.526 -1.059 -1.588

Values from the calculation:
Lowest unoccupied orbital energy (Ha): 0.002

*B*
The following is a DFT calculation (ωB97M-V/def2-TZVPD) of a cluster of 2 separate species, C5H6N2S in total.

Element x y z (Å)
C -0.363 0.584 -1.115
S 0.456 -1.331 -2.668
C -1.118 -0.595 -0.791
N -0.787 2.875 -0.027
H 0.253 0.815 2.080
H -1.941 -0.441 -0.044
H 1.434 0.797 -2.342
H 0.255 -0.487 2.831
C 0.542 0.307 -2.125
C -0.658 1.838 -0.537
N 0.762 -0.017 2.020
C -0.906 -1.613 -1.657
H 0.299 -0.461 1.312
H -1.147 -2.702 -1.426

Values from the calculation:
SMILES string: N#Cc1ccsc1.N
Lowest unoccupied orbital energy (Ha): 0.001

*C*
The following is a DFT calculation (ωB97M-V/def2-TZVPD) of an isolated molecule of C5H6N2S.

Element x y z (Å)
H 1.834 0.895 -2.519
C 0.415 -1.252 -0.085
H -0.168 1.775 1.667
N 0.396 -2.145 0.760
H 0.879 -3.012 0.458
H -0.809 0.244 2.290
S 1.332 -1.346 -1.626
C -1.428 0.724 0.272
C 1.308 0.468 -1.786
H -2.040 -0.071 0.349
C -0.437 0.832 1.382
N 0.667 1.049 -0.873
C -0.062 0.238 -0.004
H -1.886 1.601 -0.285

Values from the calculation:
SMILES string: [H]/N=C1\SC=NC12CC2
Lowest unoccupied orbital energy (Ha): 0.030

*D*
The following is a DFT calculation (ωB97M-V/def2-TZVPD) of an isolated molecule of C5H6N2S.

Element x y z (Å)
N -0.360 -1.966 0.849
H 0.231 1.175 1.265
H -0.686 2.236 0.144
C -1.392 0.212 0.207
H -1.492 1.831 1.608
C 0.943 -0.886 -1.379
S 1.100 -2.227 -0.289
H 1.784 -1.752 0.699
H 0.579 -1.050 -2.313
C -0.849 1.442 0.819
C -0.916 -0.937 0.608
N 1.794 1.380 -0.693
H -2.306 0.197 -0.380
C 1.570 0.345 -1.145

Values from the calculation:
Lowest unoccupied orbital energy (alpha / beta) (Ha): -0.003 / -0.003

What are the relative energies? In kJ/mol: *A* 386.2; *B* 0.0; *C* 83.7; *D* 312.2.

*A*
The following is a DFT calculation (ωB97M-V/def2-TZVPD) of a structure of composition C2H2F2O.

Element x y z (Å)
C -0.090 -0.997 0.176
H -0.962 1.326 -0.231
F 0.953 -1.460 -0.511
H -1.060 -1.288 -0.184
F 1.059 1.383 -0.526
C -0.012 1.037 0.180
O 0.111 -0.001 1.097

Values from the calculation:
Lowest unoccupied orbital energy (alpha / beta) (Ha): 0.024 / 0.022

*B*
The following is a DFT calculation (ωB97M-V/def2-TZVPD) of an isolated molecule of C2H2F2O.

Element x y z (Å)
O 0.025 0.371 0.048
F -1.620 -1.250 -0.084
C 1.331 0.064 -0.055
H 1.994 0.892 0.088
H 1.645 -0.957 -0.151
C -1.249 -0.013 0.296
F -2.126 0.893 -0.143

Values from the calculation:
Lowest unoccupied orbital energy (alpha / beta) (Ha): 0.007 / 0.000

What are the relative energies? In kJ/mol: *A* 9.2; *B* 0.0.